[1]
Formula: C3H6FI
Source: the OMol25 dataset
Level of theory: the ωB97M-V functional and the def2-TZVPD basis

```
! wB97M-V def2-TZVPD RIJCOSX def2/J DEFGRID3
* xyz 0 1
C 0.024 -1.296 1.279
C -0.873 1.748 -1.291
C 0.493 -0.452 0.050
F 0.542 -1.168 -1.149
I 2.344 0.593 0.343
H 0.782 -2.171 1.296
H 0.078 -0.792 2.195
H -1.064 -1.490 1.081
H -0.609 1.964 -0.283
H -1.604 1.066 -1.613
H -0.112 1.998 -1.908
*
```

Calculated values
highest occupied orbital energy (alpha / beta): -8.76 / -8.61 eV
LUMO level (alpha / beta): -0.017 / 0.007 Eh
energy relative to the best compared isomer or geometry (same formula, charge and spin): 406.9 kJ/mol
gap between HOMO and LUMO (alpha / beta): 8.30 / 8.81 eV

Atom charges from the Löwdin analysis, given in e for atoms 1 to 2: -0.1408 0.0947

[2]
Formula: C3H6FN
Source: the OMol25 dataset
Level of theory: the ωB97M-V functional and the def2-TZVPD basis

```
! wB97M-V def2-TZVPD RIJCOSX def2/J DEFGRID3
* xyz 0 1
H 1.585 0.183 1.714
N 1.317 -0.613 1.099
C 0.261 -0.233 0.560
F 0.054 1.119 0.606
C -0.794 -1.029 -0.177
C -1.857 -0.316 -0.455
H -0.666 -1.979 -0.612
H -2.750 -0.756 -0.874
H -1.967 0.508 0.206
H 2.205 1.295 -1.002
H 2.613 1.821 -1.062
*
```

Calculated values
highest occupied orbital energy: -10.37 eV
LUMO level: 0.021 Eh
SMILES: [H]/N=C(\F)C=C.[H][H]
energy relative to the best compared isomer or geometry (same formula, charge and spin): 146.6 kJ/mol
gap between HOMO and LUMO: 10.96 eV

Atom charges from the Löwdin analysis, given in e for atoms 1 to 2: 0.0855 0.1593

[3]
Formula: C3H6FN3
Source: the OMol25 dataset
Level of theory: the ωB97M-V functional and the def2-TZVPD basis

```
! wB97M-V def2-TZVPD RIJCOSX def2/J DEFGRID3
* xyz 0 1
N 0.452 -2.913 0.391
N -0.756 -2.207 0.007
C -0.725 -0.861 -0.523
N -0.040 0.071 0.331
C -0.573 1.297 -0.302
C 0.102 2.378 -0.164
F 1.384 2.476 0.275
H 0.601 -3.229 1.495
H 1.111 -2.035 0.255
H -1.427 -2.819 -0.564
H -1.554 -0.583 -1.319
H -1.404 1.439 -1.001
H -0.203 3.407 -0.507
*
```

Calculated values
highest occupied orbital energy: -8.16 eV
LUMO level: 0.017 Eh
SMILES: NN/C=N/C=C\F
energy relative to the best compared isomer or geometry (same formula, charge and spin): 419.7 kJ/mol
gap between HOMO and LUMO: 8.62 eV

Atom charges from the Löwdin analysis, given in e for atoms 1 to 2: -0.0579 -0.1633